# 1
{"formula": "C20H48N2O5", "method": "ωB97M-V/def2-TZVPD", "orbital_gap_ha": 0.3030, "smiles": "CC1(C)CCCC(C)(C)N1O.CC1(C)CCCC(C)(C)N1O.CO.CO.O", "multiplicity": 1, "e_homo_ev": -8.0, "e_tot_ha": -1276.36579, "species": ["O", "O", "O", "O", "O", "N", "N", "C", "C", "C", "C", "C", "C", "C", "C", "C", "C", "C", "C", "C", "C", "C", "C", "C", "C", "C", "C", "H", "H", "H", "H", "H", "H", "H", "H", "H", "H", "H", "H", "H", "H", "H", "H", "H", "H", "H", "H", "H", "H", "H", "H", "H", "H", "H", "H", "H", "H", "H", "H", "H", "H", "H", "H", "H", "H", "H", "H", "H", "H", "H", "H", "H", "H", "H", "H"], "xyz": [[-3.219221, -1.869265, -3.277038], [-1.944849, 0.754812, 5.167622], [-4.743695, -0.903712, -1.036654], [-1.325823, 0.281940, -3.215244], [0.799026, 0.190442, -1.231881], [-1.964282, 0.067640, 3.963030], [1.918135, 0.506087, -2.052945], [-0.465751, -0.987038, 1.743420], [-1.574448, 0.016096, 1.567282], [2.626642, 1.702692, -1.455253], [-3.159812, 1.647505, 2.683665], [1.745994, 2.943652, -1.704851], [4.854050, 0.603888, -2.382212], [2.971998, -1.601603, -0.982300], [-1.614714, 1.638294, -2.899851], [-1.506600, -1.959264, 5.250383], [-3.810629, -2.558811, -4.432904], [-1.837235, 0.975034, 2.799127], [2.650036, -0.752648, -2.312009], [0.390493, -0.544331, 4.715096], [-0.968090, -1.892663, 2.891232], [3.902426, 1.831806, -2.376641], [4.034906, -0.500291, -3.017381], [-1.024388, -1.010517, 4.195180], [1.839399, -1.614925, -3.297831], [2.942223, 1.531805, -0.000660], [-0.705834, 2.024145, 2.780460], [3.906206, -0.141335, -4.039673], [-2.171892, -0.177935, -3.249022], [2.019488, 1.373252, 0.474074], [-5.434371, -0.354648, -0.703928], [4.491069, -1.522927, -3.012283], [3.911768, -1.220637, -0.581836], [0.052448, 0.271682, -1.844283], [5.255614, 0.283990, -1.398140], [-2.335924, 2.153773, -3.529899], [-4.422227, -1.415261, -0.268297], [-2.420797, -0.601134, 1.348483], [-3.011500, -2.991844, -5.012181], [1.579757, 3.111755, -2.737567], [-0.797277, 2.757646, 1.956143], [1.083271, -1.467619, 4.766954], [-4.425985, -1.939570, -5.169778], [-1.842812, -2.436871, 2.720199], [-0.702156, 2.239750, -2.820909], [-3.628567, 2.170974, 3.521438], [-3.177097, 2.310082, 1.866428], [-2.389982, -2.427725, 4.957537], [-0.336170, -2.728422, 3.072696], [0.809528, 2.835386, -1.259964], [3.539749, 0.609719, 0.077830], [-3.935463, 0.955957, 2.439135], [-2.758626, 0.482118, 5.587411], [2.376975, -2.566837, -3.422510], [1.672231, -1.152655, -4.290432], [3.670604, 1.952229, -3.446590], [4.558099, 2.697562, -2.121013], [-0.372746, -1.614628, 0.852155], [0.213935, 1.574996, 2.690280], [0.838097, 0.114842, 3.987548], [5.772954, 0.837240, -2.935075], [0.804532, -1.862046, -2.860775], [3.224571, -2.580685, -1.439225], [-3.802402, -1.864643, -2.510632], [-2.053882, 1.740784, -1.914164], [-1.673409, -1.455421, 6.202797], [3.462438, 2.415649, 0.336652], [-0.714549, 2.735546, 3.593728], [0.509037, -0.463898, 1.997338], [-1.448722, 0.653155, 0.701093], [2.124685, -1.719640, -0.338192], [-4.575591, -3.277700, -4.093477], [2.059999, 3.889218, -1.201087], [0.382960, -0.036745, 5.655175], [-0.697803, -2.667257, 5.315027]], "forces_ev_per_angstrom": [[-0.2, -0.3, -1.6], [-0.3, 1.7, 0.9], [1.1, -1.2, 0.3], [0.0, 1.0, 0.0], [0.0, 0.1, 0.1], [0.3, -0.8, -0.4], [0.1, 0.7, -0.1], [0.2, -0.4, 0.8], [-0.2, 1.2, 0.1], [0.6, -0.2, -2.6], [-1.5, 0.1, 0.0], [1.2, 0.4, 1.0], [-0.2, -0.3, 1.0], [0.6, -0.2, -3.1], [0.1, 0.6, 0.7], [0.6, 1.0, 0.8], [-1.4, 1.0, 0.5], [0.9, -1.0, -0.2], [0.8, 0.0, 0.5], [0.6, -1.9, -1.8], [2.7, 2.3, 0.9], [1.5, 0.2, 0.7], [-0.3, -0.7, 0.4], [1.1, -1.1, -0.9], [-1.5, -0.5, 0.8], [1.3, -0.7, -1.1], [-1.9, 1.5, 0.0], [-0.4, -0.5, -0.2], [-0.1, -0.6, 0.0], [-1.1, -0.1, 1.1], [-0.8, 0.6, 0.3], [0.1, 0.9, -0.3], [-0.4, -0.1, 0.6], [-0.1, -0.3, -0.1], [-0.5, 0.4, -0.1], [0.1, -0.2, -0.7], [-0.3, 0.5, -0.5], [-1.1, -0.1, 0.1], [0.2, -0.4, 0.1], [0.1, 0.2, -1.1], [-0.3, -0.8, -0.2], [-1.1, 1.4, 0.1], [1.0, 0.1, 1.2], [-2.1, 0.0, -0.6], [0.0, -0.4, -0.5], [1.0, 0.1, 0.4], [0.2, 1.2, -1.1], [-1.6, -1.0, -0.5], [1.4, -0.5, 0.3], [-1.8, -0.7, 0.7], [0.0, 0.7, 0.5], [-0.5, -1.1, -0.2], [-0.3, 0.1, 0.2], [-0.2, 0.2, -0.1], [0.2, 0.0, 0.6], [-0.6, 0.2, 0.4], [-0.9, -0.2, 0.2], [0.3, 0.5, -0.1], [2.2, -0.9, -0.1], [0.3, 0.3, -0.1], [-0.3, 0.0, -0.3], [1.5, 0.3, -0.6], [-0.1, 0.2, 0.7], [-0.4, 0.1, -0.3], [-0.2, -0.3, 0.6], [0.2, -0.2, 0.1], [0.2, 0.1, 0.5], [0.0, -0.4, 0.9], [-1.0, -1.0, -0.4], [0.3, 0.2, -0.3], [-0.2, 0.3, 0.6], [0.7, -0.2, 0.0], [0.6, -0.7, -0.5], [-0.3, 0.1, 0.6], [0.0, -0.6, 0.5]]}

# 2
{"formula": "C2H2ClO2S2", "method": "ωB97M-V/def2-TZVPD", "total_charge": -1, "orbital_gap_ha": 0.2103, "multiplicity": 1, "e_homo_ev": -2.3, "e_tot_ha": -1484.47113, "species": ["Cl", "S", "S", "O", "O", "C", "C", "H", "H"], "xyz": [[-0.502465, 1.947558, -0.968278], [1.232946, 0.508123, 1.099961], [1.597280, -0.154117, -1.580107], [-2.432997, 0.428244, 1.458956], [-3.218921, 0.470447, -0.710350], [-2.723860, 0.487970, 0.337097], [0.263220, 0.370584, -0.422720], [1.228962, -0.795306, 0.862161], [0.854263, -0.498899, -2.629042]], "forces_ev_per_angstrom": [[0.6, 0.6, 0.1], [-0.1, 0.5, 0.3], [0.1, 0.5, -0.1], [0.4, 0.3, -0.1], [0.1, 0.1, -0.4], [-0.5, -0.6, 0.4], [-0.6, -0.7, -1.0], [0.5, -0.6, 0.9], [-0.3, -0.1, -0.2]]}

# 3
{"formula": "C4H7NO", "method": "ωB97M-V/def2-TZVPD", "orbital_gap_ha": 0.3966, "smiles": "C[C@@]1(C=O)CN1", "multiplicity": 1, "e_homo_ev": -9.9, "e_tot_ha": -286.56269, "species": ["O", "N", "C", "C", "C", "C", "H", "H", "H", "H", "H", "H", "H"], "xyz": [[-2.245697, -0.616928, 0.504201], [-0.320999, 0.697492, -1.231592], [0.010137, -0.056662, -0.013645], [-0.308528, 1.399987, 0.030708], [1.414278, -0.618162, 0.021025], [-1.075458, -0.921330, 0.535852], [2.153245, 0.174060, -0.114652], [-0.749221, -1.881096, 0.984939], [1.648458, -1.138574, 0.957791], [-1.266432, 1.672020, 0.468916], [1.524148, -1.332985, -0.798827], [-1.282039, 0.508169, -1.513936], [0.498109, 2.114013, 0.169218]], "forces_ev_per_angstrom": [[0.3, -0.2, -0.1], [-0.2, 0.0, -0.2], [0.2, -0.2, -0.1], [0.0, 0.3, 0.2], [0.0, 0.0, 0.0], [-0.3, 0.1, 0.0], [-0.1, -0.1, 0.0], [0.0, 0.1, 0.0], [-0.2, 0.2, -0.1], [0.2, -0.1, 0.0], [0.1, 0.0, 0.1], [0.1, 0.0, 0.1], [0.0, -0.1, 0.0]]}

# 4
{"formula": "C3H3F2N", "method": "ωB97M-V/def2-TZVPD", "orbital_gap_ha": [0.3196, 0.3883], "s2": 2.017, "multiplicity": 3, "e_homo_ev": [-8.1, -12.3], "e_tot_ha": -370.41465, "species": ["F", "F", "N", "C", "C", "C", "H", "H", "H"], "xyz": [[-1.405925, -0.317263, 1.116053], [-1.332118, -0.453247, -1.090685], [1.170320, 1.109216, -0.203169], [-0.079415, 1.196196, -0.053321], [0.690954, -0.975893, 0.102655], [-0.593201, -0.135805, 0.070884], [-0.591163, 2.092550, -0.032674], [1.291220, -1.213516, 0.980919], [0.849327, -1.302236, -0.890664]], "forces_ev_per_angstrom": [[-0.5, 0.1, 0.5], [0.5, 0.3, 1.0], [-0.8, 3.3, -0.2], [3.8, 0.7, -0.5], [-2.8, -2.2, 0.6], [0.6, -3.8, -0.6], [-1.4, 1.8, 0.0], [-0.4, 0.3, -0.4], [1.0, -0.6, -0.5]]}

# 5
{"formula": "C4H8NO2", "method": "ωB97M-V/def2-TZVPD", "total_charge": -1, "orbital_gap_ha": 0.2828, "smiles": "CN(C)CC(=O)[O-]", "multiplicity": 1, "e_homo_ev": -3.8, "e_tot_ha": -362.48407, "species": ["O", "O", "N", "C", "C", "C", "C", "H", "H", "H", "H", "H", "H", "H", "H"], "xyz": [[2.473376, -0.701926, -0.260877], [1.040012, 0.392733, -1.612454], [-0.786117, 0.378511, 0.581396], [-1.559755, 0.706382, -0.605207], [1.348650, -0.280724, -0.607850], [-1.639962, 0.038036, 1.719036], [0.177093, -0.701103, 0.351158], [-2.442689, -0.659481, 1.427995], [-2.512686, 1.125227, -0.257150], [-0.356316, -1.543032, -0.086153], [-1.807492, -0.177575, -1.165953], [0.696189, -0.913685, 1.276334], [-2.074979, 0.962156, 2.118731], [-0.974813, 1.365939, -1.236571], [-1.017162, -0.376779, 2.506678]], "forces_ev_per_angstrom": [[0.0, 0.0, 0.0], [0.0, 0.1, -0.1], [0.1, -0.3, 0.7], [-0.1, 0.5, 1.0], [-0.1, -0.3, 0.0], [0.3, 0.7, -0.6], [0.6, 1.4, -0.6], [0.0, -0.2, 0.3], [0.1, 0.4, -0.3], [0.0, -0.7, 0.0], [-0.1, -0.8, -0.5], [-0.3, -0.4, 0.3], [-0.2, -0.2, -0.1], [-0.2, 0.1, -0.1], [-0.1, -0.2, 0.1]]}

# 6
{"formula": "C25H39Br13FNO4S", "method": "ωB97M-V/def2-TZVPD", "orbital_gap_ha": 0.2961, "multiplicity": 1, "e_homo_ev": -8.3, "e_tot_ha": -35291.81338, "species": ["Br", "Br", "Br", "Br", "Br", "Br", "Br", "Br", "Br", "Br", "Br", "Br", "Br", "S", "F", "O", "O", "O", "O", "N", "C", "C", "C", "C", "C", "C", "C", "C", "C", "C", "C", "C", "C", "C", "C", "C", "C", "C", "C", "C", "C", "C", "C", "C", "C", "H", "H", "H", "H", "H", "H", "H", "H", "H", "H", "H", "H", "H", "H", "H", "H", "H", "H", "H", "H", "H", "H", "H", "H", "H", "H", "H", "H", "H", "H", "H", "H", "H", "H", "H", "H", "H", "H", "H"], "xyz": [[-0.480051, 0.950072, -5.350915], [-4.991906, -1.419779, 4.182335], [-4.824683, -1.849959, 7.986293], [-0.314906, 1.668301, 4.792363], [-2.816930, -3.716744, 4.654687], [2.052358, -0.724053, 3.577644], [-5.600732, -4.414393, 3.248099], [-3.837466, -0.522063, 10.711446], [-3.189752, 1.091072, 6.074851], [-6.072914, 0.923142, 8.949391], [-2.903321, 2.476809, -6.752857], [-1.020397, -1.236555, 5.939617], [0.016773, 3.769683, -6.752231], [1.812457, 1.728418, 0.997512], [3.073483, -1.618814, 0.181974], [0.678620, 2.344471, 0.422824], [1.941707, 2.213561, 2.320470], [3.253209, 1.943986, 0.301635], [1.621954, 0.122873, 0.823921], [0.180757, -2.353105, -1.906227], [-0.283600, 3.798635, -2.143929], [1.532200, 2.047419, -2.608410], [3.476024, -0.455746, 2.231846], [2.978596, -0.410826, 0.746394], [4.502238, -1.577500, 2.491814], [3.638619, 0.636282, -0.178780], [-5.316454, -0.762483, 9.499685], [-1.311867, 0.666544, 6.102255], [5.700971, -1.593421, 1.515257], [1.658116, -1.883805, -3.519769], [3.048627, 1.728506, -2.486096], [-4.696029, -3.290586, 4.528682], [-2.989971, -1.369944, -1.990763], [0.712509, -1.393474, -2.664210], [-0.823612, -2.237230, -0.854226], [-3.174353, -0.125804, -1.064569], [1.169810, 3.540857, -2.599169], [-2.259403, -2.549909, -1.307224], [3.262737, 0.407280, -1.678418], [-1.325772, 2.819548, -2.765500], [1.678865, -3.283810, -3.215065], [-1.006453, 2.134749, -6.775973], [-1.982313, 0.848083, -1.298602], [-2.342320, 2.297344, -1.707296], [0.775333, -3.526595, -2.242012], [3.454715, 1.527664, -3.486721], [-4.123007, 0.349505, -1.352856], [-2.469496, -1.109728, -2.923573], [-0.935624, 0.965169, 7.071049], [4.079620, -0.173426, -2.122342], [-5.131515, -3.500515, 5.496496], [0.545274, -4.479576, -1.785251], [3.985330, -2.544836, 2.493276], [0.475566, -0.334793, -2.656135], [-2.825299, -2.761648, -0.392539], [-0.723126, -1.262669, -0.365492], [2.337479, -3.994359, -3.702209], [-3.270111, -0.402518, -0.005993], [3.936078, 0.504505, 2.489188], [5.425488, -1.567498, 0.457758], [4.893847, -1.426090, 3.504599], [-2.337763, -3.458733, -1.918449], [-1.934101, 3.397304, -3.482281], [-0.557429, 4.808694, -2.491875], [1.375457, 4.069363, -3.540505], [-0.784240, 1.632675, -7.707195], [2.350854, -0.197772, -1.741091], [1.831229, 4.025525, -1.857328], [4.733519, 0.648553, -0.156318], [-0.352276, 3.851789, -1.053297], [3.633532, 2.550375, -2.056249], [0.949365, 1.453725, -1.897060], [-0.896351, 1.982832, -3.339212], [-1.422630, 0.899294, -0.352189], [-3.379500, 2.384449, -2.057200], [-1.315445, 0.376189, -2.026995], [-2.273808, 2.928316, -0.809536], [-6.086827, -1.296166, 10.038613], [-4.006874, -1.719926, -2.231259], [6.397315, -0.786301, 1.777240], [2.264430, -1.333038, -4.223665], [1.264716, 1.669283, -3.606179], [6.244311, -2.532852, 1.685908], [-0.553458, -2.983803, -0.091894]], "forces_ev_per_angstrom": [[0.0, -0.6, -1.0], [0.1, -0.2, -0.1], [0.0, 0.0, 0.1], [-0.2, -0.1, 0.1], [-0.4, -0.3, -0.2], [0.4, -0.1, -0.5], [0.1, 0.1, 0.1], [-0.1, 0.0, -0.1], [0.1, 0.1, 0.1], [0.1, -0.1, 0.0], [0.1, 0.0, 0.0], [0.1, 0.5, 0.1], [-0.1, -0.1, 0.0], [-1.6, 1.9, 1.3], [-1.1, 0.0, -0.1], [-0.2, -0.4, -2.2], [1.4, -0.9, 1.3], [-1.8, -1.4, 0.3], [1.0, 0.6, -0.8], [-0.8, -0.4, 0.9], [0.0, 0.3, -1.0], [0.7, 0.2, -1.2], [0.9, -0.7, 0.2], [0.4, 1.2, 1.6], [0.1, 0.1, -0.4], [1.4, -0.2, -1.6], [0.0, 0.0, 0.0], [0.2, 0.2, 0.0], [0.1, -0.3, 0.7], [-0.3, -1.4, 0.5], [-0.1, -0.8, 0.2], [0.0, 0.0, 0.0], [-0.6, -0.5, 0.8], [0.3, 2.4, -1.4], [0.0, -0.7, 0.2], [0.5, 0.0, -1.1], [0.1, 0.2, 1.3], [-0.4, 0.8, 0.3], [-0.1, 0.5, 0.4], [-1.0, 0.8, 0.5], [1.4, 0.3, -1.5], [0.0, 0.0, 0.0], [-0.5, 0.0, 1.1], [0.7, -0.4, 0.0], [0.0, -1.0, 0.2], [-0.1, 0.3, 0.2], [0.3, 0.0, 0.1], [-0.3, 0.1, 0.2], [0.0, -0.1, 0.0], [-0.2, 0.0, 0.2], [0.0, 0.0, 0.0], [-0.2, 0.3, 0.2], [0.1, 0.2, -0.1], [-0.5, -0.4, 0.6], [0.1, -0.1, 0.0], [-0.2, -0.1, -0.2], [-0.2, -0.1, 0.2], [0.0, -0.1, -0.3], [-0.3, -0.1, -0.1], [0.1, 0.1, 0.2], [-0.2, -0.1, -0.2], [0.4, 0.2, 0.0], [0.4, -0.2, -0.1], [0.1, -0.2, 0.2], [0.0, -0.5, 0.0], [0.0, 0.0, 0.0], [0.5, 0.2, 0.0], [-0.2, 0.0, -0.2], [-0.2, -0.1, 0.6], [0.1, -0.4, -0.2], [-0.2, -0.1, 0.0], [0.1, 0.5, 0.2], [-0.2, 0.8, 0.9], [0.1, 0.0, -0.3], [0.2, -0.2, -0.1], [-0.2, 0.3, 0.0], [-0.1, -0.1, -0.2], [0.0, 0.0, 0.0], [0.4, -0.1, -0.3], [-0.2, 0.0, -0.4], [-0.1, 0.0, 0.1], [-0.1, -0.1, 0.4], [-0.1, 0.2, -0.1], [0.0, 0.2, -0.2]]}

- multiplicity of number 2 (C2H2ClO2S2)?
  1

- Look up the multiplicity of the fourth one.
  3